Record 1
9 unconnected molecules or ions with the total composition C17H40B4Cl2F6O16 at a distorted geometry. Source: the Open Molecules 2025 dataset; level of theory: the ωB97M-V functional and the def2-TZVPD basis.

structure (SMILES): C/C(Cl)=C(\Cl)B1OB(CB(O)O)OB(C(=O)C(F)(F)C(F)(F)C(F)(F)C(=O)O)O1.CO.CO.CO.CO.CO.CO.CO.CO
LUMO: -1.598 eV
frontier orbital gap: 7.997 eV

Structure (XYZ):
```
85
Properties=species:S:1:pos:R:3:forces:R:3
C 2.170 5.366 1.132 -1.306 0.275 -1.218
C 2.159 4.229 -0.007 0.652 -1.069 1.264
Cl 1.685 4.814 -1.675 0.603 -0.712 2.043
C 2.486 2.871 0.202 -0.520 2.087 -0.341
Cl 2.969 2.392 1.922 -0.544 0.547 -2.024
B 2.458 1.687 -0.885 1.547 -0.769 -0.134
O 3.099 0.422 -0.519 -3.792 1.019 -1.006
B 2.097 -0.597 -0.691 1.423 -1.411 0.665
C 2.332 -1.989 0.155 -0.070 -0.071 -0.970
B 1.190 -3.087 -0.206 -0.468 -0.976 0.658
O 0.887 -3.542 -1.537 1.466 0.220 1.736
O 0.457 -3.673 0.879 0.453 1.629 -1.707
O 0.942 -0.518 -1.564 0.579 3.228 0.689
B 0.686 0.814 -2.023 2.319 -0.739 -0.277
C -0.771 1.454 -2.382 -0.719 3.238 -1.879
O -0.799 2.566 -2.979 0.022 -4.032 2.176
C -2.207 0.821 -2.030 -0.144 -0.080 -1.742
F -2.152 -0.586 -2.156 -0.199 2.750 0.725
F -3.098 1.277 -3.057 1.528 -0.919 2.605
C -2.700 1.293 -0.562 -0.022 -0.199 0.541
F -2.618 2.697 -0.382 -0.087 -2.899 -0.627
F -1.818 0.695 0.384 -1.556 1.239 -1.875
C -4.183 0.828 -0.166 -1.370 -1.094 0.368
F -5.184 1.229 -1.072 2.602 -0.696 1.583
F -4.218 -0.596 -0.122 0.285 2.807 -0.143
C -4.647 1.389 1.286 -3.896 2.924 1.698
O -5.710 2.069 1.363 4.778 -3.329 -0.807
O -3.928 1.131 2.490 -0.066 0.790 -2.980
O 1.823 1.713 -2.178 -2.024 -1.212 2.696
H 2.072 4.947 2.183 0.543 0.322 -1.514
H 1.216 5.993 0.951 1.398 -0.986 0.184
H 3.038 6.102 1.003 -1.040 -1.495 0.228
H 3.341 -2.431 -0.199 -1.313 0.794 0.713
H 2.375 -1.810 1.282 0.211 -0.092 -1.555
H 1.718 -3.646 -2.060 -1.066 0.392 0.550
H 0.870 -3.395 1.721 -0.365 -0.277 -0.768
H -3.138 1.728 2.444 -0.491 -0.691 0.309
C -1.432 -4.475 -3.749 0.040 0.345 -0.220
O -1.060 -5.132 -4.954 0.098 -0.142 -0.256
H -1.666 -5.227 -2.995 0.077 0.011 -0.134
H -0.605 -3.856 -3.397 -0.177 -0.014 0.238
H -2.314 -3.854 -3.926 -0.067 0.006 0.208
H -0.859 -4.447 -5.602 -0.067 -0.214 0.104
C 5.813 7.212 0.447 0.165 -0.225 -0.110
O 5.354 5.952 0.917 0.050 -0.117 0.003
H 5.180 7.995 0.865 0.014 -0.136 0.011
H 6.845 7.373 0.768 -0.014 0.224 -0.077
H 5.753 7.244 -0.644 0.058 0.227 0.001
H 5.929 5.279 0.533 -0.201 0.053 0.148
C -4.983 1.484 -5.862 -0.290 -0.090 0.027
O -5.853 1.108 -6.920 -0.102 -0.091 -0.097
H -4.048 1.849 -6.287 -0.126 -0.059 -0.040
H -5.446 2.279 -5.271 0.219 0.007 0.161
H -4.778 0.618 -5.228 0.168 0.138 0.175
H -6.671 0.790 -6.519 0.142 0.073 -0.181
C -4.476 4.490 4.032 -0.026 0.171 -0.250
O -3.067 4.443 3.843 0.280 -0.103 -0.133
H -4.751 3.791 4.822 0.141 0.033 -0.091
H -4.777 5.499 4.323 -0.175 -0.068 0.040
H -4.977 4.203 3.104 -0.246 -0.012 0.153
H -2.852 5.069 3.140 0.022 -0.128 0.193
C 2.920 -6.136 2.222 -0.208 -0.029 -0.319
O 2.309 -5.203 1.337 0.479 -0.347 0.228
H 3.877 -5.733 2.555 -0.090 -0.030 -0.095
H 2.274 -6.297 3.089 0.157 -0.163 0.095
H 3.087 -7.079 1.703 0.055 0.065 0.230
H 1.466 -5.582 1.058 0.099 0.311 0.003
C -5.253 -2.079 -3.382 0.110 0.174 -0.227
O -4.895 -2.732 -4.591 0.058 -0.044 -0.178
H -5.485 -2.834 -2.630 0.045 0.010 -0.137
H -4.418 -1.467 -3.035 -0.142 0.052 0.222
H -6.133 -1.452 -3.549 -0.030 0.062 0.246
H -4.694 -2.044 -5.238 -0.030 -0.226 0.058
C 3.667 3.600 5.998 -0.240 -0.098 0.073
O 2.798 3.212 4.944 -0.132 -0.042 -0.059
H 4.600 3.963 5.568 -0.133 -0.054 -0.056
H 3.204 4.398 6.583 0.195 0.027 0.127
H 3.875 2.740 6.640 0.157 0.125 0.123
H 1.981 2.895 5.349 0.143 0.054 -0.181
C 5.127 -9.534 3.469 -0.054 -0.122 -0.252
O 4.375 -8.630 2.671 0.053 -0.114 -0.006
H 5.332 -9.065 4.431 -0.074 0.038 -0.131
H 4.553 -10.450 3.628 0.164 -0.077 0.150
H 6.071 -9.767 2.971 0.070 -0.118 0.190
H 4.206 -9.067 1.827 0.017 0.142 0.163
```
Forces are in eV/Å.

Record 2
A molecular structure, C17H40F6NNiO19S7 at a distorted geometry. Source: the Open Molecules 2025 dataset; level of theory: the ωB97M-V functional and the def2-TZVPD basis.

LUMO (spin up / spin down): -1.906 / -3.168 eV
net charge: +1
2S+1: 3
relative energy (zero: lowest compared OMol25 entry of this formula, charge and spin): 0.942 eV
frontier orbital gap (spin up / spin down): 10.817 / 9.540 eV

Structure (XYZ):
```
91
Properties=species:S:1:pos:R:3:forces:R:3
Ni 0.595 -0.422 0.355 -1.351 0.247 -0.498
C -0.436 -1.912 4.690 1.639 -1.735 0.606
F 0.111 -2.516 5.775 -0.182 1.251 -0.703
F -0.853 -2.872 3.923 -0.240 -1.212 -1.635
F -1.496 -1.252 5.026 -0.490 1.698 0.611
S 0.933 -0.861 3.789 1.504 2.472 0.948
O 0.451 0.510 3.908 -0.192 -1.387 -0.872
O 2.201 -1.117 4.462 -2.204 0.264 -1.015
N 1.012 -1.304 2.089 -0.354 -0.932 3.613
S 1.784 -2.741 2.108 1.336 -3.007 -2.085
O 1.882 -3.425 3.397 -0.549 1.145 -2.218
O 1.417 -3.544 0.911 0.535 2.012 2.398
C 3.519 -2.047 1.669 0.754 -0.047 0.919
F 4.156 -1.566 2.756 -0.445 -0.720 -0.748
F 4.295 -2.994 1.105 -0.779 0.791 0.216
F 3.381 -0.990 0.844 -0.012 -0.722 -0.268
O -2.601 -2.922 -1.880 0.998 1.623 2.847
S -2.146 -2.744 -0.474 -1.000 -2.287 -1.152
O -0.977 -1.970 -0.082 -1.563 -0.428 -0.535
O -3.374 -2.183 0.509 6.131 0.636 -1.240
C -4.653 -2.457 0.251 -3.803 -2.283 0.418
C -5.154 -3.254 1.499 -1.919 0.969 -0.287
C -1.941 -4.484 0.128 -0.671 0.976 1.089
H -4.829 -3.034 -0.657 0.301 -0.132 -0.163
H -5.201 -1.528 0.093 -0.079 0.081 0.373
H -6.243 -3.209 1.528 -0.331 0.433 -0.175
H -4.871 -2.709 2.400 0.377 -0.310 0.032
H -5.079 -4.336 1.603 1.217 0.065 -0.408
H -2.758 -5.148 -0.154 -0.107 0.502 -0.700
H -2.116 -4.341 1.194 0.613 -0.170 0.235
H -0.986 -4.965 -0.084 0.100 0.676 -0.134
O -0.285 0.636 -1.374 0.363 0.321 -0.612
S -0.745 1.643 -2.288 0.600 -0.038 -1.963
O -1.072 2.972 -1.845 0.429 -0.830 -0.079
O 0.429 1.783 -3.508 -2.455 0.805 1.868
C 0.333 2.996 -4.334 2.016 0.851 -2.274
C 0.227 2.525 -5.783 0.089 -2.223 0.100
C -2.177 0.947 -3.151 0.018 1.585 0.491
H 1.283 3.514 -4.200 0.156 -0.197 0.265
H -0.370 3.829 -4.305 -0.960 -0.796 1.622
H 0.099 3.169 -6.653 -0.205 0.590 0.693
H -0.579 1.793 -5.731 -0.620 0.234 -0.521
H 1.030 1.842 -6.058 0.545 0.261 0.180
H -2.865 1.742 -2.863 -0.596 -0.337 -0.041
H -2.507 -0.009 -2.745 0.408 0.012 -0.208
H -2.074 1.049 -4.232 0.251 -0.485 0.150
O 1.607 1.342 0.496 -0.089 2.237 0.708
S 1.629 2.711 1.079 0.969 1.594 1.178
O 0.536 3.388 1.807 2.058 -2.191 -1.395
O 2.985 2.646 2.034 -1.170 -1.074 -3.574
C 2.902 3.155 3.325 -1.247 -0.228 1.813
C 4.225 3.123 4.040 0.019 1.562 0.345
C 2.134 3.946 -0.264 0.099 -1.574 1.025
H 2.201 2.522 3.870 -0.187 0.125 0.193
H 2.444 4.139 3.228 0.393 0.299 0.520
H 4.979 3.611 3.422 0.335 -0.447 0.038
H 4.557 2.233 4.576 -0.184 -0.367 -0.853
H 4.065 3.829 4.854 0.083 0.189 0.201
H 2.668 4.802 0.147 -0.349 -0.175 0.536
H 1.184 4.239 -0.713 0.210 -0.204 -0.239
H 2.854 3.406 -0.878 -0.426 -0.001 -0.361
O 0.946 -3.880 -2.163 1.072 0.246 -0.067
S 1.559 -2.607 -2.385 -1.011 3.781 -0.826
O 1.354 -1.536 -1.343 1.923 -2.295 -1.939
O 3.150 -2.621 -2.988 -2.952 0.287 2.010
C 3.471 -3.806 -3.718 2.330 -0.847 -0.666
C 4.596 -4.528 -2.939 -0.563 0.004 0.119
C 0.839 -1.805 -3.902 0.515 -1.033 0.204
H 3.915 -3.511 -4.669 -0.219 0.574 -0.090
H 2.612 -4.414 -4.000 -0.070 -0.098 0.619
H 5.467 -3.912 -2.712 -0.467 0.754 0.039
H 5.103 -5.324 -3.485 -0.780 -0.468 -0.087
H 4.145 -4.838 -1.997 0.397 -0.472 0.041
H -0.248 -1.878 -3.915 0.053 0.173 0.514
H 1.183 -2.390 -4.755 0.117 -0.168 0.084
H 1.235 -0.798 -4.033 -0.135 -0.049 0.475
O -3.419 1.040 0.443 0.880 0.027 1.102
S -2.322 1.464 1.294 1.299 -0.463 -0.545
O -1.019 0.722 1.150 -3.020 1.973 0.846
O -2.069 3.001 1.001 0.034 -0.141 -0.733
C -3.194 3.961 0.817 -0.452 -0.638 1.143
C -2.697 5.298 1.211 1.219 1.357 -0.096
C -2.731 1.580 3.079 0.590 -0.330 -1.760
H -3.924 3.710 1.586 -0.264 -0.301 -0.185
H -3.740 3.961 -0.126 0.804 -0.642 -0.343
H -3.345 6.104 0.866 -0.647 -0.234 0.510
H -1.772 5.647 0.752 0.331 -0.714 -0.295
H -2.491 5.329 2.281 -0.326 0.240 0.001
H -2.853 0.534 3.360 -0.335 0.310 0.464
H -3.595 2.244 3.107 -0.192 -0.504 0.245
H -1.877 2.065 3.552 0.087 -0.297 -0.060
```
Forces are in eV/Å.

Record 3
2 unconnected molecules or ions with the total composition C17H40IN3O4P at a distorted geometry. Source: the Open Molecules 2025 dataset; level of theory: the ωB97M-V functional and the def2-TZVPD basis.

LUMO: 2.352 eV
net charge: -1
frontier orbital gap: 5.929 eV

Structure (XYZ):
```
66
Properties=species:S:1:pos:R:3:forces:R:3
C 2.764 3.184 -1.165 0.061 0.067 0.219
C 3.218 1.800 -1.630 0.165 0.722 -0.443
C 2.206 1.044 -2.489 -0.098 -0.339 0.414
C 0.752 1.181 -2.012 0.662 -0.781 -0.118
O 0.107 -0.051 -2.134 -0.104 0.191 0.148
P -1.584 -0.082 -1.553 -0.677 -0.274 -2.186
N -3.296 -0.186 -1.014 0.336 0.284 -0.060
C -2.167 0.222 -3.376 -0.460 -0.029 0.639
C -3.322 1.213 -3.515 0.938 0.563 -1.151
C -3.093 2.143 -4.731 -0.771 -0.652 0.086
I -5.210 0.219 -3.931 -0.011 0.185 0.414
N -1.629 -1.888 -1.876 -0.342 0.810 1.544
C -1.088 -2.711 -1.109 0.293 -0.686 -0.622
C 0.419 -3.008 -1.065 -0.999 0.182 -0.092
C -1.873 -3.616 -0.171 -0.038 -0.058 -0.096
N -0.952 -0.271 0.116 -0.404 -0.471 -0.060
C -1.526 0.476 1.207 1.431 0.337 0.638
C -1.341 2.019 1.211 -1.347 0.048 0.108
C -2.691 2.788 1.119 1.090 0.198 -0.241
H 2.224 3.742 -1.927 -0.070 -0.048 -0.176
H 3.611 3.796 -0.863 0.193 0.057 0.016
H 2.124 3.114 -0.290 -0.245 0.016 0.050
H 3.530 1.235 -0.754 -0.125 -0.248 0.095
H 4.120 1.949 -2.225 0.214 -0.139 -0.041
H 2.290 1.323 -3.537 0.042 0.166 -0.119
H 2.455 -0.013 -2.433 -0.026 -0.212 -0.105
H 0.795 1.453 -0.951 -0.279 0.444 0.036
H 0.271 1.959 -2.613 -0.268 0.240 0.271
H -1.585 1.366 -1.438 -0.060 0.115 0.256
H -3.614 0.695 -0.620 0.030 -0.109 0.163
H -3.424 -0.922 -0.333 -0.038 -0.024 -0.063
H -1.326 0.612 -3.947 0.172 0.052 -0.006
H -2.462 -0.718 -3.823 0.142 -0.338 0.010
H -3.428 1.869 -2.656 -0.357 -0.341 0.429
H -3.364 1.585 -5.622 0.214 -0.003 -0.327
H -2.049 2.421 -4.816 0.132 0.310 0.188
H -3.767 2.998 -4.701 0.140 0.255 0.024
H 0.848 -2.617 -1.975 0.336 0.205 -0.011
H 0.524 -4.092 -1.022 0.359 -0.096 0.221
H 0.803 -2.515 -0.176 0.433 -0.094 0.101
H -1.971 -4.618 -0.591 0.020 -0.161 0.048
H -2.861 -3.213 0.020 -0.176 0.076 -0.148
H -1.348 -3.681 0.782 0.135 -0.150 0.117
H 0.058 -0.234 0.121 -0.009 0.112 0.026
H -1.001 0.143 2.110 0.044 -0.203 0.108
H -2.557 0.219 1.417 -0.326 -0.068 -0.369
H -0.723 2.339 0.382 0.287 -0.117 -0.039
H -0.871 2.317 2.146 0.270 -0.030 0.065
H -3.545 2.135 1.253 -0.204 -0.031 0.146
H -2.691 3.593 1.850 -0.338 0.064 0.152
H -2.748 3.258 0.142 -0.324 0.002 -0.217
C 1.225 -2.864 2.973 0.099 -0.141 0.266
C 1.778 -1.461 2.861 -0.208 -0.182 -0.439
O 2.108 -0.916 4.153 0.140 0.058 0.083
C 3.265 -1.314 4.668 -0.140 0.000 -0.119
O 4.065 -2.056 4.157 -0.013 0.051 0.095
O 3.401 -0.740 5.872 0.029 -0.001 -0.003
C 4.584 -1.122 6.571 0.100 0.039 0.128
H 0.383 -2.891 3.667 -0.073 0.081 -0.095
H 0.889 -3.217 1.999 -0.022 0.054 -0.009
H 1.980 -3.555 3.349 0.060 0.029 -0.070
H 1.025 -0.795 2.446 -0.029 0.112 0.149
H 2.648 -1.425 2.205 0.104 -0.027 0.141
H 5.469 -0.970 5.955 -0.017 -0.084 -0.055
H 4.520 -2.164 6.882 0.059 -0.030 -0.084
H 4.646 -0.487 7.451 -0.130 0.043 -0.029
```
Forces are in eV/Å.